A molecular structure, C34H33As2F2GaN3O15 in a non-equilibrium geometry, computed with the ωB97M-V functional and the def2-TZVPD basis.

Structure (XYZ):
```
90
Properties=species:S:1:pos:R:3
Ga 1.096 -0.032 -0.336
C 6.293 5.066 0.614
C 6.822 3.967 -0.305
C 8.122 3.386 0.247
C 8.654 2.328 -0.707
C 7.614 1.267 -0.883
C 7.980 -0.031 -1.162
C 7.012 -1.025 -1.295
F 7.407 -2.267 -1.574
C 5.678 -0.752 -1.131
C 5.282 0.565 -0.855
C 3.873 0.850 -0.688
O 3.053 -0.133 -0.673
C 3.537 2.214 -0.560
C 4.541 3.160 -0.469
N 5.838 2.886 -0.493
C 6.249 1.592 -0.738
C 2.132 2.737 -0.508
O 1.913 3.923 -0.460
O 1.157 1.866 -0.532
H 7.121 5.705 0.910
H 5.855 4.641 1.515
H 5.558 5.698 0.124
H 7.027 4.394 -1.296
H 7.949 2.946 1.231
H 8.849 4.189 0.359
H 9.572 1.884 -0.324
H 8.889 2.783 -1.674
H 9.020 -0.294 -1.276
H 4.931 -1.525 -1.216
H 4.227 4.186 -0.359
C -0.964 -2.461 -3.119
O -1.343 -3.604 -2.378
C -2.013 -3.638 -1.251
O -2.025 -4.635 -0.577
C -2.105 -1.699 0.319
C -2.595 -1.496 1.693
As -4.613 -1.163 1.779
C -4.552 0.513 2.870
C -4.628 -0.112 0.105
C -3.706 0.253 -0.779
As -1.674 0.238 -0.586
C -1.786 1.976 0.325
C -4.006 0.862 -2.100
O -4.972 0.660 -2.776
O -2.935 1.588 -2.489
C -2.986 2.198 -3.778
C -6.074 0.235 -0.107
O -6.474 1.295 -0.487
O -6.819 -0.789 0.307
C -8.223 -0.709 0.063
C -1.724 -0.566 2.515
O -0.895 0.150 1.989
O -1.785 -0.617 3.826
C -2.506 -1.602 4.558
H -0.748 -2.819 -4.126
H -0.053 -2.030 -2.682
H -1.736 -1.686 -3.183
H -4.527 0.307 3.939
H -5.485 1.040 2.654
H -3.724 1.170 2.611
H -2.614 2.034 1.030
H -1.972 2.671 -0.496
H -0.852 2.260 0.799
H -1.969 2.510 -4.000
H -3.655 3.061 -3.763
H -3.338 1.484 -4.524
H -8.685 -1.470 0.685
H -8.420 -0.922 -0.989
H -8.586 0.290 0.311
H -2.638 -1.184 5.556
H -1.913 -2.516 4.634
H -3.484 -1.840 4.123
F -5.115 -2.592 -1.493
C -4.244 -2.840 -0.485
C -2.857 -2.406 -0.808
N -1.721 -2.678 1.377
C -0.287 -2.783 1.703
C 0.535 -2.994 0.398
O 0.853 -4.077 0.010
O 0.816 -1.885 -0.226
C -2.408 -4.010 1.724
O -1.783 -4.750 2.419
N -3.727 -4.111 1.518
C -4.672 -3.785 0.467
O -5.774 -4.269 0.578
H -2.954 -1.736 -1.670
H -0.136 -3.663 2.336
H 0.099 -1.885 2.183
H -4.079 -4.950 1.982
```

Maximum force (eV Å⁻¹): 3.48
DFT total energy (eV): -250453.240
Charge: +1

From a Mulliken analysis of the wavefunction, the atomic charges in e read: 1.1415, -1.7756, 0.4932, -0.9811, -0.9462, 1.0276, -0.6920, 0.0456, -0.3278, -1.1368, 0.3395, 1.6041, -0.6203, 0.2034, -0.4892, 0.1744, -0.7176, 0.1568, -0.6672, -0.4789, 0.4267, 0.4153, 0.5061, 0.1261, 0.3400, 0.3938, 0.4691, 0.3138, 0.5375, 0.6520, 0.6330, -0.2504, -0.3698, -0.0430, -0.5218, 0.1339, -0.1807, 0.0906, -1.2215, 1.0872, 0.8036, 0.9902, -1.2564, -0.5529, -0.5265, -0.4440, -0.8708, -0.4353, -0.5504, -0.3333, -0.8492, -0.3084, -0.2475, -0.3476, -0.5116, 0.3962, -0.0510, 0.1783, 0.4168, 0.4925, 0.3377, 0.4401, 0.4119, 0.4459, 0.3062, 0.2941, 0.3494, 0.2745, 0.3033, 0.3529, 0.3369, 0.2792, 0.2220, -0.5040, -0.7945, 0.7021, 0.9675, -0.5669, 0.2867, -0.5104, -0.2212, 0.3877, -0.5692, 0.1702, -0.2190, -0.7035, 0.8338, 0.7181, 0.4060, 0.3782

A molecular structure, C34H33AsBiN6O5P in a non-equilibrium geometry, computed with the ωB97M-V functional and the def2-TZVPD basis.

Structure (XYZ):
```
81
Properties=species:S:1:pos:R:3
Bi 7.849 7.683 13.592
O 8.436 7.810 18.290
C 8.097 7.480 17.068
O 8.821 7.637 16.126
C 6.676 6.898 16.995
O 6.188 7.114 15.709
C 4.925 7.806 15.409
C 5.123 8.964 14.405
O 4.447 9.920 14.495
O 6.057 8.894 13.447
H 9.386 8.076 18.279
H 6.636 5.837 17.245
H 6.074 7.398 17.728
H 4.189 7.158 15.085
H 4.523 8.371 16.295
C 13.816 8.101 12.619
N 12.587 7.459 13.140
C 12.515 6.303 13.901
C 11.171 6.012 14.043
N 10.451 6.976 13.410
C 11.323 7.814 12.884
P 10.833 9.280 11.940
C 9.391 8.755 10.998
N 8.202 8.333 11.504
C 7.314 8.395 10.492
C 7.907 8.941 9.408
N 9.189 9.141 9.698
C 10.182 9.981 8.962
C 9.780 10.174 13.186
N 8.781 9.704 13.952
C 8.230 10.761 14.626
C 8.835 11.917 14.233
N 9.893 11.524 13.444
C 10.843 12.539 12.919
H 14.621 7.474 12.954
H 14.075 9.087 13.100
H 13.690 8.079 11.494
H 13.284 5.749 14.359
H 10.642 5.206 14.565
H 6.241 8.228 10.674
H 7.445 9.202 8.428
H 10.785 9.390 8.311
H 10.931 10.417 9.605
H 9.719 10.727 8.335
H 7.450 10.603 15.355
H 8.677 12.975 14.401
H 11.878 12.216 13.160
H 10.666 13.484 13.417
H 10.751 12.620 11.905
C 12.206 6.643 20.045
C 12.326 6.016 18.808
C 12.159 6.698 17.620
C 11.761 8.024 17.764
C 11.643 8.694 19.007
C 11.843 8.047 20.209
As 11.707 8.927 15.976
C 13.569 9.497 15.931
C 14.742 8.735 15.620
C 15.957 9.416 15.453
C 16.049 10.779 15.704
C 14.903 11.519 16.133
C 13.675 10.864 16.124
C 12.402 11.575 16.365
C 12.341 12.951 16.496
C 11.139 13.641 16.644
C 10.049 12.821 17.031
C 10.098 11.444 16.940
C 11.276 10.772 16.520
H 12.364 6.097 20.946
H 12.594 4.965 18.746
H 12.232 6.239 16.634
H 11.419 9.711 18.895
H 11.591 8.484 21.130
H 14.678 7.653 15.543
H 16.864 8.879 15.195
H 16.982 11.259 15.877
H 15.037 12.628 16.294
H 13.237 13.488 16.264
H 11.064 14.707 16.746
H 9.092 13.253 17.363
H 9.207 10.844 17.244
```

Maximum force (eV Å⁻¹): 4.23
Energy relative to the best compared isomer or geometry (same formula, charge and spin) (kcal per mole): 24.6
DFT total energy (eV): -130924.564
Charge: +2

From a Mulliken analysis of the wavefunction, the atomic charges in e read: 1.6247, -0.5637, 0.5956, 0.1615, -1.0642, -0.3451, -0.4425, 0.4490, -0.5152, -0.5975, 0.3344, 0.3318, 0.4429, 0.4371, 0.3392, -1.0018, 0.2007, -0.2601, -0.6499, -0.0703, -0.2193, -0.4862, 0.1164, 0.0230, -0.5139, -0.4999, 0.1453, -0.8317, -0.0474, 0.7395, -0.9142, -0.6196, 0.4081, -0.9191, 0.4708, 0.2348, 0.4139, 0.5573, 0.4452, 0.4318, 0.4406, 0.3280, 0.3152, 0.3935, 0.5006, 0.6031, 0.3275, 0.3338, 0.4118, -0.7544, -0.5826, -0.3872, 0.3182, 0.0594, -0.8351, 1.5703, -0.2347, -0.8877, -0.6587, -0.8947, -0.7877, 1.1609, 0.6316, -0.3949, -1.2390, -0.5836, -0.4049, -0.3589, 0.4169, 0.4313, 0.0766, 0.5716, 0.5048, 0.5905, 0.4562, 0.4069, 0.3191, 0.3248, 0.4829, 0.4354, 0.2510

A molecular structure, C34H33Br2N5OPbS2, computed with the ωB97M-V functional and the def2-TZVPD basis.

Structure (XYZ):
```
78
Properties=species:S:1:pos:R:3
Pb -0.992 -0.379 0.341
Br -2.145 3.305 3.950
C -0.694 2.106 4.111
C 0.153 2.184 5.216
C 1.193 1.303 5.354
Br 2.367 1.502 6.840
C 1.405 0.284 4.406
C 2.419 -0.697 4.483
C 2.530 -1.644 3.503
C 1.631 -1.620 2.426
N 0.681 -0.721 2.323
C 0.539 0.223 3.282
C -0.519 1.178 3.083
O -1.266 1.163 2.028
H -0.009 2.953 5.958
H 3.099 -0.690 5.323
H 3.296 -2.406 3.547
H 1.699 -2.358 1.633
C -0.265 -2.603 -1.932
C 1.116 -2.536 -2.589
C 1.000 -1.988 -4.019
C 2.214 -1.796 -1.830
C 3.452 -2.432 -1.802
C 4.566 -1.832 -1.248
C 4.455 -0.550 -0.745
C 3.245 0.140 -0.747
C 3.335 1.606 -0.327
C 2.248 2.174 0.582
C 3.503 2.496 -1.569
C 2.105 -0.514 -1.255
N 0.828 0.110 -1.177
C 0.468 0.974 -2.082
C -0.780 1.607 -2.076
C -1.284 2.570 -2.965
C -2.563 2.861 -2.532
C -2.811 2.060 -1.394
N -1.734 1.315 -1.115
C -4.107 2.042 -0.620
C -4.311 3.425 0.020
C -5.263 1.754 -1.589
C -4.108 0.984 0.483
H -0.834 -3.427 -2.366
H -0.832 -1.685 -2.096
H -0.171 -2.790 -0.860
H 1.467 -3.566 -2.671
H 0.604 -0.972 -4.017
H 0.325 -2.614 -4.606
H 1.975 -1.980 -4.506
H 3.541 -3.421 -2.238
H 5.514 -2.353 -1.229
H 5.338 -0.058 -0.353
H 4.268 1.683 0.238
H 1.292 2.297 0.075
H 2.563 3.154 0.947
H 2.109 1.531 1.444
H 2.575 2.553 -2.137
H 4.293 2.113 -2.217
H 3.768 3.510 -1.265
H 1.162 1.236 -2.881
H -0.762 2.981 -3.816
H -3.248 3.562 -2.983
H -4.379 4.201 -0.743
H -3.478 3.662 0.684
H -5.232 3.435 0.607
H -5.300 2.491 -2.391
H -6.214 1.786 -1.052
H -5.153 0.765 -2.041
H -3.349 1.205 1.234
H -3.926 -0.013 0.064
H -5.082 0.967 0.975
S -3.360 -3.081 1.753
C -2.475 -4.071 0.667
S -3.590 -3.263 -0.354
C -1.469 -4.950 0.615
C -0.747 -5.336 1.787
N -0.150 -5.648 2.717
C -1.047 -5.509 -0.632
N -0.693 -5.951 -1.632
```

Maximum force (eV Å⁻¹): 0.75
Energy relative to the best compared isomer or geometry (same formula, charge and spin) (kcal per mole): 0.0
DFT total energy (eV): -212294.721

From a Mulliken analysis of the wavefunction, the atomic charges in e read: 0.5969, -0.1748, -0.3012, -0.3972, -0.0671, -0.2414, 1.0840, -0.8126, -1.1743, -0.2930, 0.3939, -0.2120, 0.2290, -0.4919, 0.4318, 0.3295, 0.4490, 0.5420, -0.9176, 0.3607, -1.4255, 0.3537, -1.1079, -1.2795, -1.1910, 0.8178, 0.6063, -1.2311, -1.3400, -0.3227, 1.3158, 0.0910, -0.4580, -2.0078, -0.8496, -0.3878, 0.8205, 2.6537, -1.7614, -1.7495, -1.6490, 0.6573, 0.1391, -0.1615, 0.6050, 0.1927, 0.4269, 0.3696, 0.4323, 0.4074, 0.4014, 0.5842, 0.1662, 0.5107, 0.0320, 0.1928, 0.3445, 0.4420, 0.7122, 0.5382, 0.5635, 0.3687, 0.3288, 0.4616, 0.3537, 0.4635, 0.3429, 0.0922, 0.0878, 0.5520, -0.0173, 0.3243, -0.0509, 0.6547, 0.0446, -0.4398, 0.1099, -0.4653

> DFT total energy of number 1 (C34H33As2F2GaN3O15)?

-250453.240 eV